ORCA calculation (ωB97M-V/def2-TZVPD) on C36H49HgN6OP2 as an isolated structure.

Atoms and positions in Å:
Hg (0.420, 0.438, 0.004)
C (5.506, 1.136, -0.959)
P (3.770, 0.928, -0.344)
C (3.897, 1.939, 1.173)
C (3.919, -0.776, 0.330)
C (3.527, -1.090, 1.630)
C (3.550, -2.402, 2.079)
C (3.985, -3.420, 1.240)
C (4.363, -3.124, -0.066)
C (4.308, -1.818, -0.519)
H (5.687, 0.488, -1.816)
H (6.244, 0.916, -0.183)
H (5.636, 2.167, -1.291)
H (4.772, 1.673, 1.772)
H (2.992, 1.842, 1.771)
H (3.967, 2.985, 0.870)
H (3.149, -0.321, 2.288)
H (3.193, -2.620, 3.077)
H (3.999, -4.445, 1.591)
H (4.670, -3.916, -0.741)
H (4.557, -1.609, -1.554)
C (-3.794, 3.367, -1.559)
N (-4.006, 2.108, -2.260)
C (-4.382, 2.271, -3.646)
P (-3.093, 0.780, -1.819)
O (-2.332, 1.061, -0.590)
N (-4.173, -0.472, -1.656)
C (-3.648, -1.739, -1.201)
C (-5.568, -0.460, -1.998)
N (-2.156, 0.337, -3.116)
C (-0.985, 1.122, -3.455)
C (-2.465, -0.674, -4.091)
H (-4.753, 3.870, -1.395)
H (-3.145, 4.033, -2.138)
H (-3.314, 3.175, -0.604)
H (-5.355, 2.769, -3.721)
H (-4.466, 1.305, -4.146)
H (-3.649, 2.873, -4.198)
H (-2.573, -1.660, -1.029)
H (-3.817, -2.527, -1.946)
H (-4.129, -2.040, -0.264)
H (-5.913, 0.562, -2.138)
H (-6.158, -0.909, -1.190)
H (-5.775, -1.034, -2.915)
H (-0.790, 1.876, -2.696)
H (-1.127, 1.618, -4.424)
H (-0.106, 0.477, -3.502)
H (-3.359, -1.228, -3.815)
H (-1.632, -1.382, -4.170)
H (-2.628, -0.231, -5.085)
N (-0.480, 6.136, -3.771)
C (-0.396, 5.623, -2.730)
N (-0.361, 5.150, -1.514)
C (0.133, 3.963, -1.319)
N (0.561, 2.912, -1.067)
C (-1.107, -4.120, -2.517)
C (0.312, -3.726, -2.088)
C (0.727, -4.578, -0.882)
C (1.283, -3.970, -3.249)
C (0.352, -2.305, -1.704)
C (0.378, -1.135, -1.380)
H (-1.143, -5.180, -2.779)
H (-1.427, -3.533, -3.379)
H (-1.811, -3.942, -1.706)
H (0.714, -5.641, -1.148)
H (0.048, -4.411, -0.044)
H (1.727, -4.306, -0.549)
H (1.274, -5.025, -3.543)
H (2.296, -3.697, -2.955)
H (1.005, -3.363, -4.110)
C (0.212, 4.100, 6.388)
C (-0.277, 2.812, 6.183)
C (-0.169, 2.167, 4.969)
C (0.461, 2.784, 3.848)
C (0.909, 4.117, 4.076)
C (0.798, 4.745, 5.290)
C (0.609, 2.216, 2.553)
C (0.430, 0.922, 2.070)
C (0.356, -0.267, 2.897)
C (-0.402, -1.405, 2.532)
C (-0.389, -2.565, 3.276)
C (0.371, -2.669, 4.441)
C (1.119, -1.561, 4.834)
C (1.118, -0.401, 4.088)
H (0.127, 4.590, 7.350)
H (-0.771, 2.293, 7.000)
H (-0.597, 1.182, 4.865)
H (1.360, 4.646, 3.242)
H (1.170, 5.760, 5.395)
H (0.854, 2.955, 1.792)
H (-1.009, -1.346, 1.634)
H (-0.993, -3.407, 2.950)
H (0.377, -3.581, 5.026)
H (1.724, -1.609, 5.734)
H (1.707, 0.449, 4.414)

Forces on atoms 1 to 2 (eV/Å):
Hg -0.289 -0.058 0.664
C 0.030 0.013 0.022

Summary:
<S²>: 0.78
Frontier orbital gap (spin up / spin down) (Ha): 0.1052 / 0.2010
2S+1: 2
M (Da): 844.37
Charge: -2

ORCA calculation (ωB97M-V/def2-TZVPD) on C36H49N6NaO2PS2 as an isolated structure.

Atoms and positions in Å:
Na (1.037, -0.764, -1.151)
C (5.362, 2.903, -0.457)
C (3.901, 2.620, -0.640)
O (3.721, 1.183, -0.917)
P (3.584, 0.501, -2.365)
S (3.944, -1.398, -2.296)
S (1.820, 0.955, -3.115)
O (4.770, 1.338, -3.168)
C (5.172, 0.905, -4.502)
C (4.445, 1.720, -5.516)
H (5.451, 3.984, -0.340)
H (5.932, 2.607, -1.332)
H (5.750, 2.371, 0.420)
H (3.469, 3.121, -1.501)
H (3.256, 2.818, 0.227)
H (4.878, -0.148, -4.648)
H (6.241, 1.005, -4.638)
H (3.365, 1.613, -5.409)
H (4.720, 1.335, -6.502)
H (4.692, 2.799, -5.508)
C (-4.253, -1.449, -1.305)
C (-2.914, -0.978, -1.357)
N (-2.594, 0.287, -1.679)
C (-3.572, 1.151, -1.898)
C (-4.932, 0.784, -1.910)
C (-5.274, -0.553, -1.574)
C (-5.982, 1.732, -2.335)
C (-6.027, 3.069, -2.073)
C (-5.136, 3.858, -1.169)
C (-5.013, 3.535, 0.201)
C (-4.534, 4.560, 1.005)
N (-3.921, 5.606, 0.489)
C (-4.035, 5.791, -0.841)
N (-4.569, 4.948, -1.685)
H (-4.483, -2.445, -0.951)
H (-2.045, -1.611, -1.245)
H (-3.191, 2.147, -2.137)
H (-6.307, -0.907, -1.475)
H (-6.876, 1.237, -2.726)
H (-6.707, 3.725, -2.652)
H (-5.286, 2.569, 0.652)
H (-4.568, 4.534, 2.125)
H (-3.558, 6.698, -1.226)
C (0.829, -5.762, -3.562)
N (-0.329, -5.061, -3.150)
C (-1.597, -5.694, -3.295)
C (-0.204, -3.997, -2.376)
N (-0.100, -3.182, -1.551)
H (1.075, -6.634, -2.916)
H (1.687, -5.117, -3.582)
H (0.782, -6.085, -4.621)
H (-2.272, -5.102, -3.910)
H (-2.062, -5.917, -2.295)
H (-1.381, -6.651, -3.769)
C (0.472, 3.498, 4.101)
C (0.252, 2.818, 2.769)
C (0.206, 3.592, 1.584)
C (0.014, 2.912, 0.354)
C (-0.088, 3.586, -0.978)
C (-0.097, 1.532, 0.367)
C (0.196, 0.737, 1.564)
C (0.187, 1.449, 2.783)
N (0.590, -0.489, 1.276)
C (0.686, -1.565, 2.312)
C (-0.634, -1.723, 3.076)
C (-0.514, -2.797, 4.161)
C (-0.236, -4.119, 3.440)
C (1.084, -4.028, 2.630)
C (2.245, -3.750, 3.609)
C (1.978, -2.432, 4.354)
C (0.650, -2.447, 5.150)
C (1.856, -1.318, 3.296)
C (1.013, -2.839, 1.605)
H (1.221, 4.265, 3.978)
H (0.838, 2.840, 4.851)
H (-0.424, 3.945, 4.514)
H (0.251, 4.679, 1.633)
H (0.757, 3.346, -1.628)
H (-0.033, 4.646, -0.823)
H (-1.040, 3.407, -1.536)
H (-0.570, 0.984, -0.435)
H (0.183, 0.957, 3.809)
H (-1.408, -1.965, 2.373)
H (-0.912, -0.749, 3.484)
H (-1.475, -2.852, 4.707)
H (-1.075, -4.411, 2.815)
H (-0.110, -4.923, 4.177)
H (1.314, -4.973, 2.101)
H (3.214, -3.703, 3.097)
H (2.391, -4.584, 4.329)
H (2.774, -2.148, 5.112)
H (0.566, -1.453, 5.612)
H (0.676, -3.155, 5.990)
H (2.795, -1.268, 2.704)
H (1.796, -0.364, 3.849)
H (0.274, -3.009, 0.816)
H (1.980, -2.680, 1.168)

Forces on atoms 1 to 2 (eV/Å):
Na -0.237 -0.043 0.578
C -0.061 0.261 0.311

Summary:
<S²>: 0.77
Frontier orbital gap (spin up / spin down) (Ha): 0.0820 / 0.1466
2S+1: 2
M (Da): 715.93
Charge: -2

ORCA calculation (ωB97M-V/def2-TZVPD) on C36H50BrN3OP2V as an isolated structure.

Atoms and positions in Å:
C (-0.859, -6.618, -4.142)
C (0.519, -6.251, -4.016)
C (1.421, -7.058, -4.767)
C (0.976, -8.197, -5.440)
N (-0.259, -8.665, -5.338)
C (-1.164, -7.849, -4.715)
C (1.080, -5.190, -3.291)
C (1.956, -4.126, -3.272)
C (1.599, -2.951, -2.434)
C (0.256, -2.493, -2.324)
C (-0.027, -1.492, -1.387)
C (0.748, -1.387, -0.248)
C (1.768, -2.404, -0.143)
C (2.428, -2.751, -1.317)
V (1.992, -4.881, -1.619)
P (0.337, 1.642, -2.601)
H (2.465, -6.789, -4.850)
H (-1.710, -5.972, -3.848)
H (1.642, -8.775, -6.112)
H (-2.183, -8.227, -4.728)
H (3.388, -3.376, -1.270)
H (-0.492, -2.862, -3.032)
H (2.131, -2.626, 0.869)
H (-0.816, -0.776, -1.591)
C (0.442, 2.957, -1.293)
C (1.295, 4.196, -1.543)
H (0.792, 2.414, -0.403)
H (-0.589, 3.250, -1.058)
H (1.206, 4.890, -0.694)
H (2.354, 3.943, -1.671)
H (0.989, 4.738, -2.444)
C (1.758, 2.034, -3.737)
C (1.705, 1.249, -5.055)
H (2.678, 1.771, -3.180)
H (1.806, 3.121, -3.927)
H (2.663, 1.363, -5.582)
H (1.548, 0.175, -4.879)
H (0.902, 1.619, -5.711)
C (-1.102, 2.274, -3.591)
C (-0.982, 3.652, -4.237)
H (-1.960, 2.250, -2.899)
H (-1.287, 1.508, -4.359)
H (-1.885, 3.850, -4.830)
H (-0.912, 4.454, -3.494)
H (-0.126, 3.726, -4.919)
Br (0.652, -0.089, 1.023)
P (5.087, -1.903, -0.644)
C (4.168, -0.475, -1.451)
C (4.999, 0.813, -1.580)
H (3.251, -0.268, -0.876)
H (3.842, -0.815, -2.446)
H (4.523, 1.517, -2.282)
H (5.098, 1.335, -0.615)
H (6.006, 0.599, -1.968)
C (4.543, -2.068, 1.116)
C (5.637, -1.518, 2.085)
H (4.289, -3.121, 1.322)
H (3.596, -1.504, 1.215)
H (5.160, -1.198, 3.033)
H (6.383, -2.278, 2.379)
H (6.141, -0.634, 1.640)
C (5.448, -3.451, -1.580)
C (6.947, -3.480, -1.954)
H (4.823, -3.471, -2.501)
H (5.162, -4.361, -1.007)
H (7.224, -4.424, -2.426)
H (7.183, -2.668, -2.654)
H (7.580, -3.361, -1.061)
C (-4.878, 1.876, 3.366)
N (-4.440, 1.266, 2.124)
N (-3.577, 0.246, 2.100)
C (-3.155, -0.037, 0.785)
O (-2.324, -0.882, 0.516)
C (-3.937, 0.905, 0.019)
C (-4.645, 1.697, 0.856)
C (-5.505, 2.884, 0.583)
C (-3.102, -0.375, 3.287)
C (-4.011, -0.885, 4.228)
C (-3.539, -1.409, 5.422)
C (-2.155, -1.456, 5.683)
C (-1.256, -0.988, 4.714)
C (-1.718, -0.470, 3.515)
H (-4.025, 2.194, 3.984)
H (-5.518, 1.195, 3.940)
H (-5.464, 2.758, 3.103)
H (-3.910, 0.950, -1.078)
H (-6.562, 2.720, 0.859)
H (-5.146, 3.785, 1.108)
H (-5.467, 3.087, -0.499)
H (-5.092, -0.858, 4.003)
H (-4.254, -1.786, 6.165)
H (-1.787, -1.870, 6.618)
H (-0.173, -1.023, 4.896)
H (-1.035, -0.126, 2.725)

Forces on atoms 1 to 2 (eV/Å):
C 0.264 0.292 0.495
C -1.120 -2.021 -2.598

Summary:
<S²>: 3.87
Frontier orbital gap (spin up / spin down) (Ha): 0.1697 / 0.1132
2S+1: 4
M (Da): 733.61
Charge: +2

ORCA calculation (ωB97M-V/def2-TZVPD) on C36H51BN12O3STi as an isolated structure.

Atoms and positions in Å:
Ti (0.396, 0.957, 0.096)
C (-2.411, -0.620, 4.474)
C (-1.309, -1.367, 3.791)
C (-0.173, -1.944, 4.376)
C (0.493, -2.540, 3.328)
C (1.782, -3.284, 3.355)
N (-0.216, -2.307, 2.199)
N (-1.328, -1.594, 2.487)
B (0.099, -2.891, 0.810)
N (-1.151, -3.080, -0.075)
N (-1.750, -2.086, -0.774)
C (-2.698, -2.655, -1.508)
C (-3.555, -1.854, -2.436)
C (-2.736, -4.037, -1.280)
C (-1.732, -4.265, -0.361)
C (-1.327, -5.561, 0.257)
N (1.282, -2.194, 0.047)
N (1.354, -0.927, -0.481)
C (2.486, -0.852, -1.176)
C (2.977, 0.367, -1.886)
C (3.148, -2.075, -1.145)
C (2.363, -2.895, -0.361)
C (2.669, -4.324, -0.050)
H (-2.123, -0.372, 5.495)
H (-3.326, -1.215, 4.519)
H (-2.633, 0.319, 3.960)
H (0.130, -1.913, 5.409)
H (2.126, -3.367, 4.385)
H (2.556, -2.765, 2.783)
H (1.678, -4.288, 2.944)
H (0.532, -3.985, 1.021)
H (-3.043, -0.938, -2.729)
H (-4.525, -1.608, -1.989)
H (-3.761, -2.413, -3.350)
H (-3.397, -4.765, -1.718)
H (-2.040, -6.331, -0.035)
H (-1.309, -5.500, 1.344)
H (-0.334, -5.875, -0.069)
H (2.216, 1.136, -2.020)
H (3.345, 0.072, -2.870)
H (3.800, 0.822, -1.331)
H (4.090, -2.316, -1.605)
H (3.667, -4.544, -0.427)
H (1.965, -5.002, -0.533)
H (2.651, -4.534, 1.018)
C (-1.248, 4.070, -4.051)
O (-0.875, 4.113, -2.693)
C (0.491, 4.166, -2.437)
C (1.351, 4.995, -3.159)
C (2.689, 5.084, -2.774)
C (3.159, 4.363, -1.696)
C (2.313, 3.500, -0.961)
C (2.796, 2.779, 0.161)
N (2.098, 1.750, 0.680)
N (2.409, 1.443, 2.016)
C (1.321, 1.114, 2.630)
O (0.146, 1.057, 2.014)
C (1.319, 1.042, 4.109)
C (2.458, 0.659, 4.813)
C (2.445, 0.633, 6.197)
C (1.298, 0.993, 6.895)
C (0.163, 1.378, 6.196)
C (0.171, 1.396, 4.809)
C (0.943, 3.406, -1.364)
O (0.087, 2.647, -0.684)
H (-2.333, 3.957, -4.074)
H (-0.792, 3.210, -4.551)
H (-0.992, 4.986, -4.589)
H (0.979, 5.590, -3.980)
H (3.359, 5.735, -3.321)
H (4.196, 4.447, -1.395)
H (3.728, 3.061, 0.640)
H (3.346, 0.385, 4.259)
H (3.334, 0.329, 6.737)
H (1.291, 0.973, 7.977)
H (-0.733, 1.662, 6.733)
H (-0.710, 1.686, 4.252)
C (2.550, 0.790, -6.012)
N (1.661, 1.033, -4.897)
C (0.858, 0.113, -4.329)
N (1.087, -1.193, -4.631)
S (-0.292, 0.564, -3.201)
H (3.231, 1.633, -6.103)
H (2.009, 0.671, -6.957)
H (3.156, -0.098, -5.826)
H (1.393, 1.984, -4.692)
H (1.469, -1.452, -5.526)
H (0.428, -1.836, -4.224)
N (-4.653, 1.802, 0.157)
C (-4.137, 0.608, 0.924)
C (-2.639, 0.765, 1.065)
N (-1.972, 0.874, -0.223)
C (-2.518, 1.935, -1.052)
C (-4.028, 1.852, -1.213)
H (-4.364, 2.644, 0.664)
H (-5.671, 1.808, 0.103)
H (-4.391, -0.276, 0.338)
H (-4.649, 0.577, 1.885)
H (-2.237, -0.105, 1.590)
H (-2.402, 1.655, 1.662)
H (-1.958, -0.052, -0.679)
H (-2.057, 1.936, -2.038)
H (-2.236, 2.899, -0.616)
H (-4.348, 0.945, -1.723)
H (-4.425, 2.727, -1.729)

Forces on atoms 1 to 2 (eV/Å):
Ti -0.375 -0.410 -0.272
C -0.023 -0.027 -0.007

Summary:
<S²>: 2.03
Frontier orbital gap (spin up / spin down) (Ha): 0.1244 / 0.2231
2S+1: 3
M (Da): 790.63